Density functional theory data (ωB97M-V/def2-TZVPD) for a molecular structure, C30H53BMnN4OP2.

HOMO energy (alpha / beta) = -13.1 / -13.1 eV
largest force on an atom = 0.6 eV/Å

The geometry in ORCA input format:
```
! wB97M-V def2-TZVPD RIJCOSX def2/J DEFGRID3
* xyz 2 2
C -0.491 -0.757 3.800
C -3.471 -1.222 -0.714
H -3.063 2.087 1.823
H -0.956 -2.984 -2.186
H 1.649 -0.732 6.977
C 0.424 -0.303 -3.048
C 2.975 -1.128 -0.168
H 0.532 -2.429 -1.414
H 2.606 0.542 -2.537
C 3.447 3.659 -0.074
H -2.656 -4.224 -0.714
H -4.279 -1.493 -2.681
B -0.128 0.103 1.728
H 1.619 4.415 -1.869
H 4.668 0.466 1.309
C -2.240 -1.203 1.976
H 0.766 -2.332 1.166
H -0.006 0.207 -6.979
H 0.593 -4.070 0.933
Mn -0.500 0.693 -0.193
H -1.776 1.938 -2.183
H -1.968 2.205 -4.587
H -4.914 0.275 -1.210
H 3.985 1.550 -2.131
H -1.932 -1.896 4.929
C -1.000 -2.988 0.013
C -1.172 1.316 -2.836
H -2.623 -4.061 1.048
O -1.487 1.847 0.531
H 0.945 4.927 0.326
H 2.042 -1.440 -0.636
C -0.294 -3.128 -1.334
H 2.028 2.775 -2.361
H -0.407 -3.244 2.115
H 4.101 3.274 -0.851
H -2.548 -1.169 -2.708
H 0.123 -4.134 -1.401
C -3.958 0.233 -0.688
H 2.490 0.437 4.967
P 1.874 1.323 0.241
N -0.339 0.440 -2.224
H -3.135 -0.590 2.128
H 2.889 -1.322 0.902
C -4.559 -2.052 -0.008
H -2.442 -2.192 2.395
H 5.390 -0.063 -0.185
H -1.442 2.322 2.543
H 1.100 -1.001 -2.581
C -1.279 1.474 -4.189
H -4.661 -1.806 1.048
H -2.131 3.559 1.437
C 1.059 -0.735 6.073
H -3.281 0.926 -1.181
H 4.200 -0.177 -2.325
H -5.512 -1.812 -0.480
H 3.424 4.744 -0.178
H -1.442 -5.065 0.230
C 1.492 3.362 -1.617
H 0.188 3.493 1.000
C -0.969 -1.405 4.924
H 0.429 3.137 -1.698
C 0.044 -3.149 1.130
C 3.315 0.339 -0.447
H -4.415 -3.121 -0.103
C 4.663 0.632 0.236
C -2.063 2.495 1.664
H 5.027 1.637 0.037
C -0.170 -1.390 6.061
N -1.056 -0.606 2.525
H -4.130 0.590 0.328
C 0.383 -0.231 -4.416
C 2.010 3.139 -0.192
H 3.885 3.439 0.899
H -0.513 -1.889 6.955
H -1.197 1.433 -6.809
H 1.025 -0.874 -5.000
H 2.075 2.235 2.499
C -2.008 -4.135 0.154
C 1.540 -0.078 4.947
P -1.826 -1.310 0.180
H 3.773 -1.762 -0.554
N 0.977 0.440 2.534
C 2.089 1.226 2.080
C -3.338 -1.691 -2.167
H 1.663 4.143 1.720
C -0.487 0.679 -5.043
C 0.757 -0.108 3.808
C 3.519 0.585 -1.946
H 3.041 0.773 2.355
C 1.147 3.957 0.781
H -3.153 -2.762 -2.234
N -0.557 0.792 -6.375
*
```